Entry 1:
Below is a cluster of 4 separate species, C26H35F10N3O10 in total, with properties calculated with ωB97M-V/def2-TZVPD.

Positions of all 84 atoms, in Å:
C1 0.605 -0.197 1.905
C2 0.047 1.173 2.147
C3 0.744 2.249 2.516
C4 2.231 2.278 2.711
C5 2.946 2.742 1.417
C6 3.503 4.153 1.503
F1 4.181 4.347 2.703
C7 0.007 3.534 2.744
O1 0.466 4.389 3.460
C8 -1.268 3.758 1.991
C9 -1.676 5.190 1.810
C10 -2.534 5.707 2.962
O2 -2.452 5.329 4.086
O3 -3.430 6.664 2.630
C11 -1.932 2.695 1.542
C12 -3.175 2.665 0.701
C13 -4.505 3.036 1.428
N1 -5.547 2.191 0.837
N2 -4.506 2.797 2.852
N3 -4.716 4.478 1.263
C14 -1.419 1.349 1.970
O4 -2.202 0.453 2.178
H1 1.583 -0.142 1.423
H2 0.732 -0.747 2.843
H3 -0.084 -0.779 1.292
H4 2.490 2.939 3.538
H5 2.581 1.274 2.957
H6 3.743 2.048 1.146
H7 2.222 2.741 0.593
H8 2.714 4.909 1.445
H9 4.221 4.339 0.700
H10 -2.214 5.321 0.868
H11 -0.768 5.805 1.804
H12 -3.356 6.885 1.694
H13 -3.279 1.653 0.305
H14 -3.041 3.344 -0.150
H15 -6.445 2.659 0.904
H16 -5.364 2.039 -0.150
H17 -4.103 3.565 3.374
H18 -4.049 1.927 3.096
H19 -5.472 4.774 1.875
H20 -5.007 4.660 0.307
C15 7.443 0.789 4.847
C16 7.816 0.429 3.427
O5 7.197 -0.818 3.020
C17 5.930 -0.743 2.658
O6 5.240 0.234 2.610
C18 5.415 -2.142 2.238
F2 5.752 -3.077 3.130
F3 5.945 -2.480 1.053
F4 4.090 -2.129 2.116
H21 7.709 -0.018 5.528
H22 7.982 1.688 5.145
H23 6.375 0.986 4.935
H24 8.881 0.240 3.328
H25 7.526 1.208 2.723
C19 -2.895 -4.072 -2.524
C20 -1.411 -4.209 -2.281
O7 -0.713 -2.966 -2.554
C21 -0.766 -2.052 -1.603
O8 -1.304 -2.127 -0.538
C22 0.037 -0.800 -2.034
F5 -0.265 -0.421 -3.280
F6 1.351 -1.060 -1.979
F7 -0.224 0.215 -1.211
H26 -3.082 -3.733 -3.544
H27 -3.374 -5.041 -2.391
H28 -3.350 -3.364 -1.832
H29 -0.962 -4.923 -2.967
H30 -1.192 -4.516 -1.259
C23 -1.638 -5.059 -8.492
C24 -0.981 -5.159 -7.135
O9 -1.909 -5.655 -6.137
C25 -2.101 -6.965 -6.120
O10 -1.588 -7.790 -6.815
C26 -3.090 -7.322 -4.984
F8 -4.168 -6.530 -5.008
F9 -2.477 -7.148 -3.799
F10 -3.485 -8.583 -5.077
H31 -2.528 -4.431 -8.440
H32 -0.940 -4.614 -9.200
H33 -1.924 -6.042 -8.863
H34 -0.685 -4.183 -6.760
H35 -0.109 -5.811 -7.153

Summary:
SMILES   CC1=C(CCCF)C(=O)C(CC(=O)O)=C(CC(N)(N)N)C1=O.CCOC(=O)C(F)(F)F.CCOC(=O)C(F)(F)F.CCOC(=O)C(F)(F)F
HOMO-LUMO gap   8.490 eV
DFT total energy   -2927.1337 Ha
Max |F|   0.0148 hartree/bohr
HOMO   -9.073 eV

The net atomic charges from Löwdin, expressed in e, are: number 1, C, carries -0.01; number 2, C, carries -0.13; number 3, C, carries -0.10; number 4, C, carries -0.11; number 5, C, carries -0.14; number 6, C, carries -0.20; number 7, F, carries -0.06; number 8, C, carries -0.28; number 9, O, carries 0.14; number 10, C, carries -0.08; number 11, C, carries -0.04; number 12, C, carries -0.53; number 13, O, carries 0.14; number 14, O, carries 0.09; number 15, C, carries -0.08; number 16, C, carries -0.06; number 17, C, carries -0.65; number 18, N, carries 0.08; number 19, N, carries 0.11; number 20, N, carries 0.08; number 21, C, carries -0.29; number 22, O, carries 0.13; number 23, H, carries 0.08; number 24, H, carries 0.10; number 25, H, carries 0.06; number 26, H, carries 0.12; number 27, H, carries 0.11; number 28, H, carries 0.10; number 29, H, carries 0.12; number 30, H, carries 0.11; number 31, H, carries 0.11; number 32, H, carries 0.11; number 33, H, carries 0.14; number 34, H, carries 0.10; number 35, H, carries 0.11; number 36, H, carries 0.12; number 37, H, carries 0.07; number 38, H, carries 0.07; number 39, H, carries 0.07; number 40, H, carries 0.08; number 41, H, carries 0.09; number 42, H, carries 0.09; number 43, C, carries -0.06; number 44, C, carries -0.18; number 45, O, carries 0.04; number 46, C, carries -0.40; number 47, O, carries 0.16; number 48, C, carries -0.54; number 49, F, carries 0.17; number 50, F, carries 0.16; number 51, F, carries 0.17; number 52, H, carries 0.08; number 53, H, carries 0.08; number 54, H, carries 0.08; number 55, H, carries 0.13; number 56, H, carries 0.13; number 57, C, carries -0.05; number 58, C, carries -0.18; number 59, O, carries 0.04; number 60, C, carries -0.40; number 61, O, carries 0.17; number 62, C, carries -0.54; number 63, F, carries 0.17; number 64, F, carries 0.17; number 65, F, carries 0.16; number 66, H, carries 0.09; number 67, H, carries 0.08; number 68, H, carries 0.08; number 69, H, carries 0.12; number 70, H, carries 0.13; number 71, C, carries -0.06; number 72, C, carries -0.19; number 73, O, carries 0.02; number 74, C, carries -0.40; number 75, O, carries 0.17; number 76, C, carries -0.54; number 77, F, carries 0.17; number 78, F, carries 0.15; number 79, F, carries 0.18; number 80, H, carries 0.08; number 81, H, carries 0.08; number 82, H, carries 0.08; number 83, H, carries 0.13; number 84, H, carries 0.13

***

Entry 2:
Below is the molecule C11H15OP at a distorted geometry, with properties calculated with ωB97M-V/def2-TZVPD.

Positions of all 28 atoms, in Å:
C1 1.435 -0.418 0.679
C2 2.338 1.469 -0.515
C3 2.693 -0.995 0.680
C4 3.594 0.973 -0.301
C5 1.200 0.874 0.074
C6 3.797 -0.308 0.223
C7 -0.108 1.533 -0.052
C8 -2.042 -0.750 -0.145
C9 -1.356 -1.865 -0.886
C10 -3.415 -1.160 0.352
C11 -2.852 1.974 0.171
O1 5.059 -0.844 0.176
P1 -1.514 0.768 0.562
H1 0.605 -1.070 1.196
H2 2.317 2.426 -1.042
H3 2.971 -1.922 0.993
H4 4.263 1.677 -0.763
H5 0.050 2.536 0.109
H6 -0.890 -2.562 -0.169
H7 -0.571 -1.393 -1.423
H8 -2.029 -2.221 -1.635
H9 -3.255 -1.947 1.128
H10 -4.052 -1.712 -0.322
H11 -4.048 -0.203 0.752
H12 -2.455 2.665 -0.710
H13 -3.067 2.693 1.087
H14 -3.840 1.564 -0.158
H15 5.172 -1.782 -0.059

Summary:
SMILES   CC(C)=P(C)=Cc1ccc(O)cc1
HOMO-LUMO gap (alpha / beta)   6.207 / 6.806 eV
DFT total energy   -844.5708 Ha
Energy above the lowest of the compared OMol25 structures with the same formula, charge and spin   3.228 eV
Max |F|   0.0641 hartree/bohr
HOMO (alpha / beta)   -6.696 / -6.700 eV

The net atomic charges from natural (NBO), expressed in e, are: number 1, C, carries -0.20; number 2, C, carries -0.19; number 3, C, carries -0.28; number 4, C, carries -0.26; number 5, C, carries -0.07; number 6, C, carries 0.29; number 7, C, carries -0.66; number 8, C, carries -0.31; number 9, C, carries -0.66; number 10, C, carries -0.66; number 11, C, carries -0.95; number 12, O, carries -0.70; number 13, P, carries 1.05; number 14, H, carries 0.21; number 15, H, carries 0.21; number 16, H, carries 0.21; number 17, H, carries 0.22; number 18, H, carries 0.22; number 19, H, carries 0.22; number 20, H, carries 0.23; number 21, H, carries 0.23; number 22, H, carries 0.21; number 23, H, carries 0.22; number 24, H, carries 0.21; number 25, H, carries 0.25; number 26, H, carries 0.24; number 27, H, carries 0.25; number 28, H, carries 0.49

***

> Among the records above, which one has the highest DFT total energy?

C11H15OP

***

> Which of these has the lowest DFT total energy?

C26H35F10N3O10